Entry 1:
Here is a cluster of 3 separate species, C5H14N2S in total at a distorted geometry from OMol25. Energies are from ωB97M-V with the def2-TZVPD basis set.

```
22
Properties=species:S:1:pos:R:3:forces:R:3:mulliken_charge:R:1
S 1.757013 -0.224635 1.000916 -3.26 -0.35 -2.37 -0.27
N 1.017179 2.570580 -0.690560 -0.06 -0.87 0.25 -0.56
N -1.044334 -0.783877 2.533833 0.14 0.07 -0.30 -0.63
C -1.323713 0.404506 -2.770414 0.00 0.44 0.45 -1.13
C -0.010308 1.645363 -0.984869 -0.61 0.53 -0.88 -0.23
C 0.926453 -1.810259 1.410577 0.75 -0.95 0.70 -0.68
C 0.096038 -1.699302 2.687105 -0.41 0.40 -0.36 -0.50
C -0.087042 0.991743 -2.155591 -0.19 0.77 -0.59 -0.02
H 0.331608 0.035868 -0.150629 3.23 0.16 1.90 0.05
H 0.323717 -2.248184 0.615371 -0.13 0.56 -0.30 0.36
H 1.702026 -2.577508 1.526305 0.13 0.25 0.28 0.34
H -0.311694 -2.672397 2.978243 0.25 0.00 0.02 0.34
H 0.723083 -1.296591 3.482937 -0.02 -0.22 0.13 0.33
H -0.651947 0.122818 2.285484 -0.09 0.04 0.18 0.28
H 0.751385 1.156789 -2.834131 0.09 -0.40 0.11 0.24
H -2.128122 0.422444 -2.031474 -0.03 -0.40 -0.08 0.29
H -1.671151 1.050143 -3.587649 0.20 -0.12 0.04 0.32
H -1.555906 -1.058745 1.694229 -0.10 -0.06 0.23 0.25
H 1.582338 2.715717 -1.518371 0.15 -0.05 0.09 0.26
H -1.149245 -0.585863 -3.183023 -0.14 -0.13 0.09 0.31
H 1.607313 2.162579 0.034834 0.03 0.43 0.15 0.25
H -0.884692 1.678811 -0.343123 0.07 -0.07 0.26 0.40
```
Forces are in eV/Å.

***

Entry 2:
22
Properties=species:S:1:pos:R:3:forces:R:3:mulliken_charge:R:1 method="wB97M-V/def2-TZVPD" smiles="C=CNC.NCCS"
S -2.344114 -0.505161 0.780542 0.20 0.01 -0.13 -0.27
N 0.478626 1.083878 3.191036 0.02 0.00 0.04 -0.62
N 0.345943 0.077994 -1.385237 -0.08 -0.22 -0.17 -0.04
C 1.379535 1.036422 -1.734827 -0.16 0.14 0.08 -1.00
C 0.459078 -1.187965 -1.947423 0.07 0.15 -0.08 0.01
C -0.522925 -1.908974 -2.482904 0.07 0.00 0.13 -0.91
C -0.471001 1.023022 2.078811 0.17 0.04 -0.03 -0.39
C -0.792063 -0.426280 1.743300 -0.23 0.00 0.07 -0.50
H 2.346017 0.547608 -1.650964 0.14 -0.01 0.05 0.33
H -0.946284 -0.978733 2.663575 0.09 -0.03 0.14 0.46
H -1.390606 1.535959 2.363756 0.01 0.02 0.13 0.43
H 0.444874 1.975070 3.668556 -0.04 0.00 -0.08 0.22
H 1.285579 1.424814 -2.754482 0.01 -0.02 -0.03 0.32
H 1.427904 0.960719 2.859960 -0.04 -0.03 0.03 0.22
H -0.301149 -2.914750 -2.803903 -0.19 -0.04 -0.08 0.23
H -0.600775 0.426338 -1.466646 0.06 0.17 0.11 0.20
H 1.463713 -1.594743 -1.911549 0.08 -0.01 0.06 0.29
H -2.019188 -1.584528 0.057289 -0.04 0.00 -0.02 0.10
H 1.356430 1.878500 -1.040828 0.03 -0.03 -0.03 0.28
H -1.525196 -1.509255 -2.588249 0.00 -0.12 0.00 0.28
H -0.090627 1.524180 1.182416 -0.14 0.00 -0.10 0.10
H 0.016222 -0.884119 1.177763 -0.05 0.00 -0.08 0.25

***

Entry 3:
22
Properties=species:S:1:pos:R:3:forces:R:3:mulliken_charge:R:1 method="wB97M-V/def2-TZVPD" smiles=CNCCNCCS
S 4.006376 -0.014732 -2.735326 0.77 0.83 -0.34 -0.24
N -2.241974 0.614273 1.132566 -0.98 -0.05 1.69 -0.23
N 0.710076 -0.674382 -0.388756 -0.01 0.42 -2.36 -0.26
C -1.177584 -0.397727 1.034746 -0.97 1.75 -0.69 -0.52
C 2.904320 -0.659096 -1.468769 -0.44 -1.07 -0.69 -0.71
C -2.919556 0.778946 2.387516 -0.82 -1.25 3.75 -0.88
C -0.582666 0.003414 -0.367450 -1.31 -0.75 1.38 -0.61
C 1.470302 -0.062268 -1.500117 1.86 0.72 1.33 -0.39
H 0.625506 -1.698955 -0.577559 -0.13 1.19 0.19 0.26
H 0.986720 -0.135335 -2.456039 -0.17 -0.43 -0.73 0.34
H -2.956734 0.585783 0.425631 0.24 -0.45 -0.53 0.21
H -3.477999 -0.104443 3.014298 1.12 0.83 -2.11 0.24
H 3.360342 -0.500314 -0.519377 0.11 0.30 0.84 0.38
H -1.430817 -0.217467 -1.176625 2.02 0.10 1.12 0.17
H 1.575876 1.085013 -1.346478 -0.20 -1.87 0.13 0.28
H -0.434435 -0.195674 1.842327 -0.48 -0.08 -0.72 0.33
H -0.438062 1.145590 -0.387731 -0.07 -1.89 0.20 0.35
H -1.544980 -1.452537 1.169427 0.38 0.70 -0.50 0.27
H -2.251614 1.071116 3.236790 0.08 0.16 -1.01 0.27
H 2.973044 -1.800336 -1.591974 -0.54 1.58 -0.07 0.30
H 4.568948 1.114236 -2.149770 -0.75 -1.00 -0.16 0.12
H -3.725089 1.514893 2.422671 0.28 0.27 -0.74 0.33

***

Entry 4:
Here is a structure of composition C5H14N2S at a distorted geometry from OMol25. Energies are from ωB97M-V with the def2-TZVPD basis set.

```
22
Properties=species:S:1:pos:R:3:forces:R:3:mulliken_charge:R:1
S 0.765031 0.942168 2.156483 -0.65 -0.42 0.50 -0.42
N 0.627032 -1.563317 0.740378 -1.94 -1.46 0.29 -0.43
N -2.565127 -2.497846 -1.160783 2.10 0.14 -1.95 -0.57
C -1.219573 -2.050309 -0.812177 -0.43 -1.13 1.33 -0.22
C -0.239836 2.008385 -0.735187 -0.35 -0.12 0.09 -0.99
C -0.686554 -2.114300 0.438401 -0.15 -0.29 -1.62 -0.17
C 0.931783 2.660743 -0.007146 -0.61 0.40 -0.53 -0.35
C 1.728742 1.689541 0.815318 0.72 -0.36 0.42 -0.59
H 2.535823 2.280577 1.267632 0.01 -0.45 0.09 0.28
H -0.800478 2.724237 -1.354498 0.20 -0.22 0.15 0.36
H 2.198985 0.843367 0.286582 -0.06 0.52 -0.36 0.27
H 0.370903 -0.453145 1.486178 1.19 1.64 0.75 0.20
H -2.882837 -3.081846 -0.437486 -0.74 -0.73 1.18 0.25
H 1.285432 -2.228945 1.125691 -0.11 -0.04 0.20 0.24
H -0.942076 1.560624 -0.006559 0.34 0.23 -0.34 0.29
H -2.569569 -3.110558 -2.031550 0.23 1.34 1.43 0.26
H 0.120350 1.194432 -1.382221 -0.08 0.17 -0.01 0.17
H 1.559242 3.232773 -0.720472 -0.11 -0.39 0.30 0.32
H 1.019238 -1.150623 -0.059647 0.69 0.63 -1.28 0.25
H 0.546894 3.386409 0.721707 -0.04 0.04 -0.26 0.25
H -1.198522 -2.568996 1.286990 0.08 0.27 -0.21 0.31
H -0.584873 -1.703361 -1.617644 -0.29 0.22 -0.16 0.27
```
Forces are in eV/Å.

***

Entry 5:
22
Properties=species:S:1:pos:R:3:forces:R:3:mulliken_charge:R:1 method="wB97M-V/def2-TZVPD"
Si 0.566634 -0.055179 -1.984372 0.03 -0.12 -0.42 0.32
N -0.024706 -0.936837 1.587850 -0.70 -2.29 -0.34 -0.66
N 1.396913 -1.463973 -1.461786 0.46 -1.68 -0.36 -0.44
C -0.706565 1.356455 2.083810 -2.65 -1.67 -3.82 -1.33
C 1.731561 0.817007 1.557050 -3.89 1.59 1.92 -1.42
C 0.268142 0.271792 1.637915 2.06 1.25 1.19 0.93
C -1.134772 0.148201 -2.293891 2.39 -2.87 1.65 -0.45
C -2.078649 -0.836301 -1.608724 -2.36 1.10 -1.72 -1.07
H -0.746466 2.094244 1.224571 0.05 -0.47 1.08 0.30
H -1.781349 0.938202 2.164885 1.81 0.55 0.06 0.30
H 2.327581 0.187264 1.035930 2.03 -1.54 -1.82 0.45
H -2.031249 -1.014680 -0.569766 0.27 0.76 1.62 0.32
H -0.426419 1.829518 2.956362 0.75 0.99 1.85 0.42
H -2.131306 -1.862882 -1.919895 0.19 -0.48 -1.18 0.37
H 0.710797 -1.663698 1.369398 -0.61 1.69 0.12 0.26
H -3.076983 -0.325344 -1.882601 0.97 -1.46 0.87 0.25
H 0.885793 -2.375780 -1.478211 0.93 1.11 0.26 0.25
H -1.594256 1.060517 -2.236393 -0.49 2.56 -0.59 0.38
H 2.025205 0.890636 2.593092 0.43 -0.21 0.44 0.41
H 1.751096 0.662617 -2.439224 -0.07 0.85 -0.18 -0.15
H 2.445302 -1.575956 -1.601480 -2.25 0.22 0.12 0.23
H 1.623696 1.854179 1.265480 0.66 0.12 -0.74 0.34

***

Entry 6:
22
Properties=species:S:1:pos:R:3:forces:R:3:mulliken_charge:R:1 method="wB97M-V/def2-TZVPD" charge=+1
N -2.158982 -1.615797 -1.791735 -1.01 -0.10 1.58 -0.27
N 1.548442 0.902352 0.195241 -2.23 -1.73 -2.66 -0.31
N 3.152662 1.095557 1.925974 0.97 3.90 -2.81 -0.41
C -2.842205 -0.019944 0.099064 0.63 -2.56 2.91 -1.12
C 2.465941 1.502152 0.776052 0.85 -0.48 1.90 -0.08
C -1.768336 -0.946883 -0.510323 2.51 2.15 0.86 0.14
C 0.754006 -0.350785 0.245545 0.71 1.85 -1.41 -0.77
C -0.453935 -0.112670 -0.840552 1.54 -1.24 2.93 -1.05
H -1.255869 -2.029626 -1.966563 -0.12 -0.84 -1.21 0.37
H 2.707053 2.458559 0.307011 0.55 0.03 0.64 0.34
H 0.113956 -0.411451 -1.684235 -0.24 -0.11 -1.65 0.25
H -1.477127 -1.804540 0.169165 -0.45 0.93 -0.73 0.47
H 1.316295 -1.276741 0.053818 -0.05 0.36 0.03 0.33
H -3.143200 -0.565291 1.164037 0.04 1.71 -2.95 0.28
H -2.459121 -0.950362 -2.534599 0.07 -0.81 0.57 0.34
H -0.459278 0.959142 -0.711931 -0.93 0.26 -0.69 0.45
H 0.286624 -0.377992 1.160785 -1.04 -0.57 2.51 0.50
H -3.629840 0.132257 -0.615024 -0.76 0.13 0.14 0.42
H 3.675145 1.809628 2.429576 -0.26 -0.66 -0.12 0.23
H -2.360892 0.916983 0.356803 -0.24 0.11 0.00 0.31
H 2.827539 0.323831 2.362335 -0.99 -2.67 1.86 0.18
H -2.868958 -2.290409 -1.416258 0.45 0.35 -1.70 0.39

***

Entry 7:
22
Properties=species:S:1:pos:R:3:forces:R:3:mulliken_charge:R:1 method="wB97M-V/def2-TZVPD" smiles="C[C@@H](N)CC/[NH+]=C/N" charge=+1
N 1.436100 -0.828343 -0.238380 2.73 1.20 1.47 -0.74
N -0.035821 2.796907 -2.368274 -0.83 1.17 -2.51 -0.40
N -0.423472 1.437242 -0.491064 0.49 0.25 -0.67 -0.17
C -1.248489 0.705228 0.563418 0.99 3.55 -1.08 -0.89
C -0.816751 -0.656827 0.532514 -2.42 -6.76 -0.40 -0.68
C 0.700982 -2.568878 1.561536 3.97 3.35 1.53 -1.26
C 0.567416 -1.112873 0.942794 1.21 0.60 0.45 0.39
C -0.807848 2.367465 -1.363364 0.28 -1.48 0.01 0.27
H -2.263784 0.959955 0.429182 -1.42 -0.53 -0.86 0.54
H 0.015120 -3.327693 1.542115 -2.29 -1.42 -0.71 0.45
H 0.933520 -2.378492 2.701631 -0.32 -0.65 -2.19 0.26
H 1.646603 -2.898187 1.060393 -0.69 -0.29 0.85 0.30
H -0.596022 3.324052 -3.193970 2.25 -1.61 2.73 0.30
H 1.312408 -1.505773 -0.962193 0.17 -0.54 -0.47 0.21
H -1.530583 -1.366321 1.169250 1.04 1.92 -1.06 0.33
H 0.534863 0.904935 -0.555080 -1.41 1.01 -0.37 0.32
H -1.085565 1.257212 1.457830 0.82 -0.03 1.25 0.36
H 0.950601 2.461896 -2.572416 -1.96 0.55 0.48 0.27
H -0.995901 -1.179001 -0.546753 0.28 1.47 2.18 0.22
H 1.045834 -0.447125 1.710351 -0.92 -0.37 -0.42 0.34
H -1.850742 2.795468 -1.419241 1.17 -0.75 0.69 0.30
H 2.511532 -0.740846 0.039721 -3.14 -0.64 -0.89 0.28

***

Entry 8:
Here is an isolated molecule of C5H14N3P at a distorted geometry from OMol25. Energies are from ωB97M-V with the def2-TZVPD basis set.

```
23
Properties=species:S:1:pos:R:3:forces:R:3:mulliken_charge:R:1
P -2.052720 0.693749 -0.550301 -2.72 0.13 1.09 0.02
N 2.467970 1.387895 0.363770 1.88 -0.98 0.25 -0.50
N 1.987879 0.051718 0.526668 -0.70 0.22 -1.34 -0.72
N 1.389541 -0.466414 -0.541377 0.15 0.81 1.44 0.69
C -1.878474 -1.017838 0.167226 0.81 -0.96 -0.45 -0.80
C 1.150394 0.043003 -1.724647 3.82 3.80 0.19 -0.66
C -1.632593 1.817544 0.937573 0.42 -1.53 -3.47 -0.88
C 0.577281 -1.626894 -0.182750 1.05 0.01 5.28 -0.87
C -0.523281 -1.295263 0.893978 -1.25 1.40 -2.33 -0.71
H -0.607312 1.527245 0.945136 0.81 0.55 1.41 0.22
H 1.075552 -2.388600 0.501410 0.88 1.10 -1.70 0.30
H -1.809600 2.781286 0.537950 0.08 1.16 0.01 0.34
H 3.505887 1.227708 0.485956 -1.51 1.04 -0.39 0.28
H -2.782451 -1.295265 0.723136 0.23 0.23 0.01 0.37
H 2.254509 1.974047 -0.463065 0.07 -1.12 0.42 0.22
H -1.845036 -1.676737 -0.728527 -0.53 0.29 0.41 0.38
H 0.295671 -2.106932 -1.039809 -1.21 -1.07 -2.08 0.55
H -0.360628 -0.427916 1.505902 1.00 0.54 -0.09 0.43
H -2.301427 1.562956 1.682171 -0.82 -0.41 1.94 0.27
H 0.610926 -0.484192 -2.397537 -1.54 -1.57 -1.79 0.35
H -0.445970 -2.054819 1.612935 -0.82 -1.52 0.75 0.46
H -0.857055 0.803922 -1.145555 1.44 0.05 -0.64 0.03
H 1.780946 0.969805 -2.110243 -1.56 -2.18 1.07 0.20
```
Forces are in eV/Å.

***

Entry 9:
21
Properties=species:S:1:pos:R:3:forces:R:3:mulliken_charge:R:1 method="wB97M-V/def2-TZVPD" charge=-1
O 0.325266 -1.702648 -0.951379 0.06 -0.39 0.11 -0.77
N 0.975686 -2.615815 1.143176 -0.21 0.01 0.13 -0.66
C 0.789927 0.994284 0.504158 0.22 0.20 0.26 -1.14
C -1.614295 0.394074 0.062541 0.56 0.20 0.32 -1.36
C -0.390253 1.182814 -0.419257 -0.48 0.01 -0.71 1.06
C 1.196486 -2.521361 -0.365922 0.00 0.23 -0.10 -0.60
C -0.730501 2.650141 -0.675795 0.08 0.11 0.55 -1.55
H 2.255709 -2.172144 -0.464609 0.04 -0.13 0.00 0.16
H -0.094270 0.736089 -1.373648 -0.03 -0.07 0.04 0.19
H -1.498532 2.780532 -1.440569 0.06 -0.08 -0.13 0.37
H 0.550058 1.289570 1.534388 0.01 -0.01 -0.02 0.30
H 1.657587 1.582020 0.181184 -0.09 0.07 -0.02 0.34
H -1.856944 0.698272 1.090795 -0.15 0.02 -0.08 0.31
H 1.079406 -0.051708 0.478495 -0.05 -0.12 0.12 0.21
H 0.926387 -3.583223 1.445080 0.26 -0.26 -0.12 0.32
H -2.480545 0.560070 -0.579472 -0.06 -0.01 -0.02 0.35
H -1.121699 3.121304 0.236313 0.05 -0.01 0.01 0.32
H 0.012647 -2.313517 1.243348 -0.12 0.30 -0.04 0.20
H -1.329874 -0.658308 0.056848 -0.13 -0.05 -0.10 0.28
H 1.177721 -3.574479 -0.751157 0.06 -0.08 -0.05 0.29
H 0.170034 3.204033 -0.954517 -0.07 0.07 -0.15 0.38

***

Entry 10:
21
Properties=species:S:1:pos:R:3:forces:R:3:mulliken_charge:R:1 method="wB97M-V/def2-TZVPD" charge=+1
O -2.856211 -0.788149 -1.107659 0.03 0.56 0.01 -0.61
N -0.434084 -1.110747 0.851260 0.68 0.48 0.27 -0.28
C 1.949640 2.171750 -0.184429 -0.18 -0.41 -0.18 -1.03
C -0.064565 -2.528707 0.950399 0.12 -0.29 -0.10 -0.93
C 0.140133 -0.570102 -0.410219 -0.23 -0.90 -0.34 -0.86
C 0.470182 1.839454 0.278537 -0.31 1.11 0.70 -0.57
C -0.082770 0.852298 -0.586860 -0.46 -0.23 0.55 0.07
H 1.021526 -2.717114 0.937687 -0.16 0.19 -0.14 0.35
H 0.050990 -0.656087 1.625766 -0.26 0.09 -0.09 0.26
H 1.227712 -0.742198 -0.398254 0.25 0.18 -0.21 0.54
H 2.451804 2.744413 0.589428 -0.23 0.01 0.15 0.33
H -3.733640 -0.853741 -1.515413 0.29 0.06 0.13 0.32
H 0.485589 1.524422 1.325506 0.31 -0.44 -0.10 0.30
H -2.866273 0.043195 -0.603210 -0.39 -0.59 -0.12 0.30
H 1.911405 2.766933 -1.093804 0.16 -0.20 -0.06 0.36
H -0.523051 -3.070821 0.126392 -0.07 -0.09 0.07 0.32
H -0.112999 2.760327 0.263196 0.05 0.06 -0.27 0.36
H -0.775424 1.146279 -1.375530 0.37 0.14 -0.30 0.56
H 2.472332 1.224428 -0.318941 0.20 0.28 -0.18 0.37
H -0.434339 -2.916526 1.894008 -0.23 -0.01 0.01 0.35
H -0.297957 -1.119309 -1.247859 0.06 0.02 0.21 0.48

***

Energy relative to the best compared isomer or geometry (same formula, charge and spin) / kJ/mol: 239.67 72.82 171.05 148.45 289.94 340.79 238.67 327.13 15.12 371.49
Frontier orbital gap / eV: 8.891 9.194 9.561 8.180 8.311 8.145 10.361 8.125 6.595 6.762
Highest occupied orbital energy / eV: -8.7 -8.3 -8.6 -7.5 -7.6 -11.7 -13.4 -7.2 -2.6 -13.7